[1]
105
Properties=species:S:1:pos:R:3:forces:R:3 method="wB97M-V/def2-TZVPD" gap_ha=0.3383 charge=-1
As -0.318294 0.049144 -1.142656 0.36 -1.16 -0.83
F -1.018777 0.540597 0.394524 0.39 -0.20 -1.05
F -1.911596 -0.251268 -1.759547 0.19 0.37 -0.05
F 0.389829 -0.399992 -2.729002 -0.53 0.36 0.72
F 1.320359 0.168418 -0.531478 -0.69 0.43 0.07
F -0.282300 -1.653624 -0.711158 -0.04 0.58 0.26
F -0.369945 1.707470 -1.644903 0.28 -0.16 -0.02
O -4.857692 4.567477 0.135027 1.01 -0.28 0.60
S -3.421807 4.481165 0.300692 -0.34 0.13 -1.03
O -2.619375 5.574046 -0.177925 -0.04 -0.81 0.36
O -3.015944 4.331300 1.875673 -0.03 0.20 -1.47
C -3.973687 3.829931 2.793324 -1.02 -0.11 0.60
C -4.253417 4.892853 3.848628 0.64 -0.12 0.90
C -2.834996 2.855151 -0.299117 0.12 0.99 1.46
H -3.562984 2.912870 3.226187 0.08 0.21 0.14
H -4.907469 3.538169 2.305007 0.17 0.21 -0.30
H -5.126550 4.670166 4.464437 -0.08 -0.20 -0.22
H -4.348317 5.917099 3.492291 -0.16 -0.21 -0.55
H -3.409955 4.921180 4.545566 0.00 0.01 -0.03
H -3.520072 2.183167 0.213397 0.06 -0.32 -0.31
H -1.853523 2.785024 0.163608 -0.08 -0.23 -0.06
H -2.714464 2.668106 -1.359654 -0.45 0.52 -0.05
O -0.646550 0.560252 5.280327 0.97 0.13 -0.77
S 0.297201 0.550419 4.185711 -1.28 -1.43 -1.51
O 0.811466 1.783042 3.630960 0.13 -0.28 0.74
O 1.476394 -0.469298 4.557407 0.17 0.81 0.16
C 2.866230 -0.061054 4.318372 -0.12 0.57 0.04
C 3.680543 -1.322216 4.178035 -0.52 0.57 0.26
C -0.404639 -0.381206 2.721790 0.67 1.74 2.07
H 3.175951 0.605314 5.123362 -0.04 -0.19 0.20
H 2.892412 0.537279 3.407402 0.01 -0.08 -0.06
H 3.343380 -1.722207 3.224002 0.46 -0.69 0.15
H 3.478041 -1.971346 5.028002 -0.12 -0.30 -0.26
H 4.746914 -1.105917 4.199625 0.00 0.05 -0.36
H -1.220143 0.267158 2.409621 -0.17 -0.47 0.20
H -0.686480 -1.357233 3.095058 -0.06 -0.18 -0.27
H 0.370963 -0.300018 1.964521 0.02 -0.51 0.13
O 5.716921 -3.951333 2.901040 -0.06 -0.12 -0.72
S 4.522369 -4.582525 2.430328 -0.76 0.57 0.75
O 3.425055 -4.688457 3.356905 0.27 -0.35 -0.57
O 3.980304 -3.771559 1.126941 1.24 -0.19 0.85
C 2.574281 -3.714225 0.899247 -1.68 -0.36 -0.25
C 2.261779 -3.316199 -0.527273 0.98 -1.01 -0.73
C 4.925147 -6.197053 1.764079 -0.23 0.76 -0.83
H 2.012460 -2.996519 1.505818 0.80 0.13 0.59
H 2.150703 -4.683625 1.175291 -0.08 -0.04 -0.27
H 1.194787 -3.385573 -0.729805 0.01 0.47 0.28
H 2.703512 -4.006993 -1.254799 0.17 -0.15 0.21
H 2.694987 -2.352002 -0.786760 -0.44 0.24 0.21
H 5.819267 -6.085227 1.153290 0.08 0.04 0.14
H 4.105364 -6.438093 1.087730 -0.08 -0.28 0.20
H 5.067680 -6.941216 2.539461 -0.14 0.20 0.21
O -2.700200 -3.786327 3.302917 -0.26 0.26 -0.33
S -2.431307 -4.539292 2.115210 0.56 -0.43 -0.21
O -1.602469 -5.708319 2.220269 -0.40 0.45 -0.24
O -3.801588 -5.090937 1.474834 0.63 -0.06 0.54
C -4.858202 -4.177787 1.134908 -0.41 -0.38 -0.22
C -5.936118 -5.038139 0.486158 0.05 -0.01 -0.56
C -1.740949 -3.501812 0.796998 -1.23 0.03 0.33
H -4.392451 -3.465518 0.452055 -0.60 0.37 0.02
H -5.298119 -3.717540 2.020114 0.50 0.25 0.09
H -6.180699 -5.884066 1.127172 0.17 -0.03 0.03
H -5.604989 -5.403757 -0.486872 0.13 -0.19 0.12
H -6.876686 -4.523444 0.285099 0.17 0.39 0.23
H -0.661978 -3.528606 0.886410 -0.01 -0.26 -0.20
H -2.075843 -2.464863 0.805924 -0.01 -0.04 0.59
H -2.180744 -3.889553 -0.121218 0.71 -0.36 -0.16
C 1.782503 -2.219114 -4.809616 0.22 0.17 0.45
Br 1.617576 -3.994331 -5.596603 0.05 0.61 0.27
Br 1.468253 -0.806273 -6.097682 0.29 -0.29 -0.04
Br 3.452059 -2.009736 -3.791833 -0.57 -0.21 -0.74
H 1.001779 -2.042157 -4.080053 -0.01 -0.42 0.02
C -2.789108 1.159761 -5.895226 0.33 0.36 -0.95
C -1.783117 1.195762 -4.724313 -0.58 0.14 -0.44
O -2.356652 2.155781 -3.840828 -1.36 -0.06 1.64
S -3.967802 1.900595 -3.768441 0.43 0.66 -0.89
O -4.672519 3.084261 -3.354911 1.17 -1.03 -0.85
O -4.298804 0.673149 -3.108854 0.48 0.45 -0.80
O -3.984021 1.764146 -5.411888 -1.33 -0.31 1.34
H -2.950902 0.150899 -6.277848 -0.24 -0.10 0.42
H -2.538435 1.753523 -6.776932 0.37 0.15 0.25
H -0.811614 1.633598 -4.929338 0.13 -0.55 -0.28
H -1.777155 0.187009 -4.312508 0.52 0.27 0.52
C 1.708564 3.944699 1.541578 0.13 -0.22 -0.67
C 0.534988 3.973439 0.582798 -0.92 -0.80 0.86
O 0.745680 5.082201 -0.274683 1.65 0.24 -1.05
S 2.311184 5.033402 -0.709354 0.17 2.45 2.98
O 2.856703 6.362575 -0.751163 -0.79 -1.03 0.26
O 2.545077 4.183389 -1.830234 -1.74 7.96 6.31
O 2.796664 4.239328 0.628578 0.18 0.90 -0.82
H 1.943167 2.945195 1.891566 -0.35 0.04 0.26
H 1.630275 4.651626 2.367078 0.27 0.17 -0.19
H -0.437720 4.168941 1.030951 0.14 -0.19 0.20
H 0.537584 3.019218 0.046134 -0.23 0.26 -0.26
C 2.838730 2.616844 -2.637357 0.74 -5.67 -5.00
C 2.903435 1.488097 -3.720190 0.39 0.26 -0.22
O 4.274375 1.221775 -4.041785 1.92 1.39 0.75
S 5.247409 2.326143 -3.278114 -1.17 -1.47 -0.25
O 5.522113 3.459143 -4.105569 -0.34 -0.39 0.11
O 6.330311 1.611252 -2.688811 -0.22 0.31 -0.12
O 4.182470 2.685351 -2.157540 1.14 -0.47 0.46
H 2.118014 2.322021 -1.883970 0.34 -0.43 -0.17
H 2.626073 3.601720 -3.049614 -0.12 -2.87 -3.40
H 2.502116 1.873821 -4.657767 -0.67 -0.31 0.19
H 2.507768 0.532088 -3.394245 -0.41 0.16 -0.11

***

[2]
81
Properties=species:S:1:pos:R:3:forces:R:3 method="wB97M-V/def2-TZVPD" smiles="CCOS(C)(=O)=O.CCOS(C)(=O)=O.CCOS(C)(=O)=O.CC#N.CC#N.CC#N.CCO.CCO" gap_ha=0.3762 charge=0
C 8.855696 2.723217 6.303932 -0.97 0.97 -0.66
C 8.518222 3.715936 5.141234 0.93 0.55 1.07
O 7.417928 3.252879 4.370456 -0.98 -0.43 -2.26
S 6.867014 4.137575 3.043694 -0.37 1.73 0.99
C 5.890330 5.388507 3.996217 0.41 -0.96 -0.76
O 8.014132 4.908137 2.514438 -2.01 -2.19 0.32
O 5.881990 3.360128 2.255494 3.01 1.17 1.77
H 9.234777 3.286907 7.156370 0.54 0.07 -0.26
H 9.564506 1.979568 5.939689 -0.21 -0.08 0.33
H 7.944416 2.295205 6.721641 -0.02 -0.39 -0.39
H 8.270188 4.716659 5.494973 -0.17 -0.02 0.47
H 9.448524 3.883522 4.598511 -0.27 -0.31 -0.69
H 5.182085 4.831072 4.609204 0.13 0.16 0.04
H 5.362711 6.008607 3.271508 0.11 -0.11 -0.02
H 6.600576 5.990641 4.562854 -0.15 -0.17 0.02
C 4.412339 -1.844340 -5.829314 -0.64 0.38 -0.40
C 3.122459 -1.701778 -6.689546 1.84 0.59 2.40
O 3.263367 -2.705980 -7.657679 -1.88 -1.14 -1.46
S 1.892811 -3.490097 -8.115467 -0.59 -1.69 1.14
C 1.190615 -2.405208 -9.433386 0.26 -1.21 0.82
O 2.354938 -4.758333 -8.733289 -1.10 3.05 1.43
O 0.967763 -3.494189 -6.935731 2.17 -0.03 -3.05
H 4.475867 -2.868603 -5.461943 -0.11 0.10 0.14
H 4.314347 -1.140099 -5.003157 0.29 -0.08 0.13
H 5.325927 -1.646037 -6.389796 -0.11 0.15 -0.06
H 2.321214 -1.837145 -5.963062 -0.39 -0.42 -0.60
H 3.048644 -0.685978 -7.077882 -0.03 -0.13 -0.57
H 1.396634 -1.367317 -9.171787 0.01 -0.16 -0.23
H 0.123399 -2.625962 -9.453546 0.05 0.15 0.21
H 1.618542 -2.784804 -10.361231 0.24 0.46 0.10
C -1.765891 6.162473 -1.450444 0.71 -0.19 -0.71
C -2.470515 5.712171 -2.723744 -0.59 0.70 1.31
O -1.512880 5.517581 -3.755360 0.25 -0.13 -1.64
S -2.096400 5.264808 -5.279424 -1.94 -0.20 0.97
C -3.125959 3.812186 -4.876860 0.30 0.39 -0.73
O -2.947232 6.391230 -5.659869 1.45 -1.53 0.57
O -1.041161 4.783384 -6.122093 -0.15 0.79 0.71
H -0.908261 5.507755 -1.295783 -0.04 -0.08 0.29
H -2.442458 6.104834 -0.597778 0.05 0.11 -0.09
H -1.362805 7.166021 -1.586482 -0.16 0.06 0.20
H -3.011840 4.799452 -2.474699 0.10 -0.16 -0.35
H -3.189717 6.494501 -2.966265 -0.09 -0.13 -0.51
H -3.883510 4.044159 -4.128263 0.19 -0.01 -0.21
H -2.437760 3.025103 -4.568670 -0.06 0.16 0.21
H -3.599572 3.485023 -5.802464 -0.02 0.20 -0.01
C -1.070002 2.005138 10.242162 0.13 -0.45 0.78
C -0.610310 2.168801 8.891344 1.19 0.63 -3.31
N -0.226679 2.302429 7.792794 -0.95 -0.34 2.63
H -0.502733 1.192776 10.696435 -0.12 -0.19 -0.03
H -2.127178 1.739677 10.244644 0.05 0.18 0.16
H -0.847029 2.871880 10.864377 -0.31 0.17 -0.24
C -5.443783 -1.346897 5.451628 0.74 -0.30 -0.61
C -4.760800 -2.576631 5.860296 -0.75 0.04 0.15
N -4.283062 -3.564241 6.189333 0.27 -0.14 0.04
H -5.983114 -1.527836 4.521859 -0.25 -0.12 0.18
H -4.634177 -0.677866 5.160030 -0.25 0.51 0.33
H -6.103724 -0.953668 6.224908 0.25 0.01 -0.10
C -0.298388 -0.382448 1.122815 -1.97 0.20 -0.16
C -1.610493 -0.577971 0.410192 -1.54 -0.18 -1.33
N -2.628011 -0.708083 -0.161207 2.67 0.33 1.58
H -0.402504 -0.948246 2.048632 0.60 -0.32 -0.18
H -0.293441 0.659544 1.442709 0.35 0.07 -0.24
H 0.540259 -0.631395 0.472595 -0.10 -0.09 0.34
C 0.752304 -7.333331 2.254167 0.74 -0.87 -0.10
C 1.125996 -8.062508 3.556154 -0.05 0.82 -0.32
O 0.068059 -8.723984 4.185331 -0.83 -0.45 0.04
H 0.439006 -8.023270 1.470638 -0.41 -0.16 0.20
H 1.689869 -6.950396 1.851143 -0.04 0.58 0.07
H 0.005645 -6.549093 2.378936 0.13 0.01 0.08
H 1.455064 -7.309724 4.272475 0.73 0.11 -0.09
H 1.901515 -8.809198 3.385492 0.06 0.17 -0.03
H -0.530370 -8.024483 4.457704 -0.34 -0.20 0.16
C -9.186709 -4.505166 -3.272434 -0.45 -0.97 -0.37
C -9.519293 -3.050668 -3.646945 1.48 -2.27 0.22
O -9.131671 -2.296984 -2.550212 -0.86 2.06 1.07
H -9.179009 -5.192389 -4.118469 -0.04 0.13 -0.34
H -9.838791 -4.997897 -2.551262 -0.23 0.46 0.21
H -8.182176 -4.560552 -2.852978 0.10 0.22 -0.02
H -10.571066 -2.872960 -3.871186 0.15 0.09 0.16
H -8.896629 -2.903648 -4.529433 -0.18 0.75 -0.28
H -8.202571 -2.272082 -2.309868 0.04 -0.47 -0.63

***

[3]
75
Properties=species:S:1:pos:R:3:forces:R:3 method="wB97M-V/def2-TZVPD" gap_ha=0.2792 charge=-1
C 1.178354 1.136603 0.207058 -0.03 -0.01 0.25
O 0.961291 2.533821 0.244210 0.02 0.10 0.11
C 0.520553 3.045485 -0.992140 -0.04 -0.25 -0.52
C -0.987406 2.875860 -1.275743 0.27 0.44 0.09
C -1.886799 2.822485 -0.038429 -0.68 -0.02 -0.19
C -3.052950 1.827786 -0.172846 0.47 -0.19 0.14
C -2.602662 0.454357 -0.677205 -0.63 -0.07 0.14
C -3.505406 -0.685477 -0.203159 0.27 0.20 -0.40
S -2.656962 -2.264031 -0.459985 -0.46 0.10 -1.83
O -3.665795 -3.233609 -0.843768 -0.57 -0.10 0.04
O -1.705817 -1.990984 -1.533817 0.17 0.15 -0.34
O -2.009973 -2.559670 0.775751 0.97 -0.32 2.19
H 2.066594 0.900981 -0.387998 0.00 -0.04 -0.07
H 1.335907 0.813097 1.233269 0.12 -0.02 0.06
H 0.324003 0.575207 -0.172932 -0.01 0.07 -0.17
H 0.819051 4.092079 -1.058325 -0.04 0.10 0.37
H 1.052623 2.528195 -1.798433 0.12 0.03 -0.05
H -1.286800 3.751157 -1.855697 0.01 -0.02 -0.20
H -1.123827 2.028794 -1.942757 -0.08 -0.22 0.21
H -1.348154 2.582016 0.876758 0.30 -0.09 -0.13
H -2.323954 3.813195 0.111079 0.11 0.10 0.20
H -3.826726 2.224936 -0.831580 -0.10 0.05 -0.03
H -3.491803 1.703657 0.818626 -0.18 0.11 0.04
H -1.598929 0.202190 -0.345579 0.12 0.22 0.03
H -2.601989 0.447757 -1.763043 0.26 -0.10 -0.11
H -4.429159 -0.726729 -0.776684 -0.14 0.03 0.09
H -3.713367 -0.549656 0.855100 -0.15 -0.30 0.11
C -1.001144 5.197160 3.620678 -0.10 -0.05 -0.07
O -1.264539 3.969499 4.274106 0.16 0.12 0.07
C -0.279438 2.977601 4.011521 -0.26 -0.10 0.02
C 0.692726 2.836102 5.160951 0.25 0.01 -0.15
O 1.482399 4.006636 5.339237 -0.14 0.05 0.06
C 1.024703 4.831375 6.391981 0.05 -0.02 -0.03
H -1.653482 5.952742 4.058132 -0.03 -0.04 0.01
H 0.038522 5.509206 3.746334 0.01 -0.01 0.00
H -1.225963 5.115015 2.551540 0.07 0.03 -0.01
H 0.250709 3.198390 3.079897 0.04 -0.01 0.01
H -0.805957 2.027515 3.879797 0.04 -0.01 -0.03
H 1.381457 2.015866 4.937979 -0.03 -0.02 0.00
H 0.159920 2.588784 6.084412 -0.04 0.03 0.00
H 1.285315 4.395089 7.363507 -0.06 0.02 0.03
H -0.055865 4.986725 6.344360 -0.01 -0.02 0.01
H 1.521441 5.796641 6.297559 0.05 -0.03 -0.01
C 1.459466 0.461409 -7.240330 0.04 0.02 -0.03
O 2.609038 1.004577 -6.615696 -0.13 -0.01 0.02
C 2.334110 2.170977 -5.855193 0.35 -0.05 -0.04
C 2.232280 1.871894 -4.374913 -0.41 0.07 0.10
O 1.110816 1.053191 -4.087503 0.23 -0.02 -0.11
C 1.453487 -0.312223 -3.884934 -0.15 -0.06 0.08
H 1.712874 -0.538267 -7.589661 0.05 0.01 0.00
H 0.617433 0.391669 -6.548862 0.00 0.00 0.01
H 1.170559 1.072407 -8.103706 -0.06 -0.01 0.02
H 1.417988 2.655162 -6.207246 -0.04 -0.02 0.03
H 3.167250 2.863233 -6.018846 -0.03 0.03 0.01
H 2.090337 2.815395 -3.836360 0.07 0.03 -0.03
H 3.154357 1.410963 -4.007150 0.03 -0.02 -0.06
H 1.916605 -0.446042 -2.902334 0.02 -0.04 -0.01
H 2.131923 -0.675754 -4.660513 0.02 0.04 -0.01
H 0.533903 -0.893429 -3.915624 -0.03 0.05 0.10
C -0.549680 -5.694071 0.092749 -0.16 0.02 -0.04
O -0.781808 -6.955542 0.725261 0.19 0.07 0.03
C 0.225157 -7.910057 0.472415 -0.34 -0.01 0.11
C 1.182706 -8.035700 1.639505 0.29 0.01 -0.17
O 1.937275 -6.851016 1.836255 -0.06 -0.02 0.09
C 1.429645 -6.029704 2.873113 0.00 0.02 -0.02
H -1.226720 -4.960278 0.525016 -0.04 -0.04 -0.01
H 0.478407 -5.356075 0.238440 0.02 -0.04 0.01
H -0.760003 -5.770645 -0.978072 0.04 0.05 -0.01
H 0.772055 -7.668722 -0.445199 0.05 0.02 0.02
H -0.271444 -8.877453 0.325542 0.07 -0.02 -0.02
H 1.898174 -8.839493 1.429400 -0.04 -0.02 0.01
H 0.634650 -8.300438 2.549578 -0.05 0.03 0.00
H 1.672264 -6.458289 3.853582 -0.05 0.01 0.01
H 0.349508 -5.896564 2.790453 0.00 0.00 0.00
H 1.906682 -5.054962 2.787112 0.04 -0.02 -0.02